{
  "formula": "C53H64CaN2O13P5S2",
  "method": "the ωB97M-V functional and the def2-TZVPD basis",
  "gap_ev": 7.4085,
  "total_charge": 1,
  "e_lumo_ha": -0.0898,
  "relative_energy_kj_mol": 106.2,
  "energy_ev": -172162.3166,
  "max_force_ev_per_a": 5.2,
  "elements": ["Ca", "C", "C", "C", "O", "P", "O", "C", "P", "O", "O", "C", "C", "C", "O", "C", "C", "C", "O", "C", "C", "C", "H", "H", "H", "H", "H", "H", "H", "H", "H", "H", "H", "H", "H", "H", "H", "H", "H", "H", "H", "H", "H", "H", "H", "H", "H", "H", "H", "H", "H", "H", "S", "C", "C", "C", "C", "C", "C", "N", "C", "C", "C", "C", "C", "C", "C", "C", "N", "C", "C", "C", "C", "C", "S", "C", "H", "H", "H", "H", "H", "H", "H", "H", "H", "H", "H", "H", "C", "C", "O", "P", "O", "O", "O", "P", "O", "O", "O", "H", "H", "H", "H", "H", "H", "H", "C", "C", "C", "C", "C", "C", "P", "C", "C", "C", "C", "C", "C", "C", "C", "C", "C", "C", "C", "H", "H", "H", "H", "H", "H", "H", "H", "H", "H", "H", "H", "H", "H", "H"],
  "xyz": [[0.581, 0.137, -0.117], [-0.546, -4.208, 4.747], [-0.190, -2.727, 4.733], [0.761, -2.344, 5.857], [0.437, -2.423, 3.489], [-0.076, -1.252, 2.545], [0.715, -1.270, 1.284], [-1.680, -2.007, 1.947], [-2.376, -0.880, 0.709], [-1.438, -0.147, -0.158], [-3.282, 0.164, 1.476], [-4.606, -0.174, 1.936], [-5.623, 0.432, 0.978], [-4.764, 0.348, 3.356], [-3.519, -1.707, -0.061], [-3.438, -2.594, -1.176], [-2.661, -3.855, -0.830], [-2.857, -1.888, -2.390], [-0.895, -0.056, 3.213], [-0.690, 1.016, 4.156], [-1.212, 2.297, 3.522], [-1.426, 0.693, 5.453], [-1.108, -4.440, 5.647], [0.359, -4.810, 4.722], [-1.152, -4.457, 3.879], [-1.113, -2.141, 4.812], [1.615, -3.016, 5.868], [0.250, -2.391, 6.815], [1.130, -1.337, 5.685], [-2.419, -2.140, 2.734], [-1.455, -2.969, 1.498], [-4.720, -1.265, 1.929], [-5.591, 1.516, 1.028], [-6.624, 0.093, 1.232], [-5.388, 0.122, -0.036], [-4.538, 1.411, 3.384], [-4.088, -0.176, 4.025], [-5.783, 0.196, 3.701], [-4.490, -2.859, -1.359], [-1.617, -3.601, -0.679], [-2.738, -4.568, -1.645], [-3.061, -4.317, 0.067], [-1.826, -1.608, -2.187], [-3.421, -0.982, -2.599], [-2.904, -2.544, -3.256], [0.375, 1.114, 4.366], [-2.230, 2.143, 3.177], [-0.594, 2.562, 2.671], [-1.186, 3.097, 4.257], [-2.496, 0.614, 5.285], [-1.246, 1.488, 6.169], [-1.063, -0.236, 5.882], [1.236, -5.820, 1.876], [1.028, -7.465, 2.307], [0.746, -8.250, 1.234], [0.698, -7.525, 0.030], [0.947, -6.187, 0.196], [0.955, -5.134, -0.793], [0.762, -3.799, -0.381], [0.666, -2.776, -1.186], [0.789, -2.982, -2.504], [1.046, -4.272, -3.039], [1.202, -4.430, -4.448], [1.080, -3.372, -5.281], [0.784, -2.069, -4.783], [0.627, -0.972, -5.638], [0.281, 0.263, -5.112], [0.102, 0.331, -3.708], [0.287, -0.665, -2.884], [0.630, -1.863, -3.389], [0.126, 1.447, -5.925], [0.499, 1.643, -7.232], [0.256, 2.948, -7.693], [-0.290, 3.745, -6.736], [-0.546, 2.911, -5.261], [1.118, -5.355, -2.152], [1.140, -7.761, 3.330], [0.589, -9.311, 1.304], [0.464, -7.971, -0.920], [0.644, -3.601, 0.677], [1.417, -5.417, -4.835], [1.194, -3.490, -6.350], [0.763, -1.111, -6.701], [-0.230, 1.260, -3.257], [0.945, 0.883, -7.848], [0.487, 3.282, -8.688], [-0.575, 4.775, -6.806], [1.292, -6.349, -2.537], [4.518, -0.462, 2.699], [3.710, 0.309, 1.675], [4.408, 1.430, 1.157], [3.409, -0.611, 0.133], [3.057, -2.096, 0.476], [4.840, -0.818, -0.514], [2.496, 0.078, -0.809], [2.111, 0.841, 2.397], [2.630, 2.070, 3.321], [1.635, -0.251, 3.322], [1.132, 1.403, 1.428], [5.436, -0.847, 2.255], [3.924, -1.287, 3.086], [4.759, 0.203, 3.530], [4.541, 2.064, 1.879], [2.145, -2.065, 0.836], [5.211, 0.007, -0.829], [2.182, 2.888, 3.095], [2.585, 5.413, 2.253], [1.204, 5.348, 2.179], [0.588, 4.610, 1.181], [1.349, 3.916, 0.248], [2.739, 3.972, 0.337], [3.351, 4.719, 1.327], [0.636, 2.862, -1.082], [-1.041, 3.605, -1.142], [-1.495, 4.621, -1.976], [-2.760, 5.156, -1.788], [-3.581, 4.690, -0.775], [-3.153, 3.644, 0.027], [-1.899, 3.096, -0.165], [1.563, 3.668, -2.448], [2.236, 2.859, -3.357], [2.993, 3.425, -4.369], [3.075, 4.803, -4.485], [2.419, 5.616, -3.575], [1.676, 5.054, -2.554], [3.064, 6.011, 3.016], [0.600, 5.878, 2.902], [-0.491, 4.587, 1.130], [3.335, 3.420, -0.376], [4.429, 4.768, 1.381], [-0.869, 4.997, -2.772], [-3.106, 5.952, -2.431], [-4.551, 5.136, -0.614], [-3.790, 3.259, 0.809], [-1.560, 2.264, 0.441], [2.175, 1.781, -3.253], [3.528, 2.791, -5.061], [3.660, 5.246, -5.277], [2.500, 6.690, -3.657], [1.195, 5.692, -1.826]],
  "mulliken_charge": [2.701, -1.447, 1.274, -1.530, -0.089, -1.239, -1.222, -0.308, -0.371, -0.765, 0.315, 0.627, -1.519, -1.110, -0.279, 0.503, -0.995, -0.696, 0.274, 1.236, -0.356, -1.496, 0.445, 0.250, 0.310, -0.045, 0.428, 0.399, 0.271, 0.870, 0.580, 0.492, 0.329, 0.472, 0.275, 0.189, 0.061, 0.557, 0.314, -0.256, 0.596, 0.363, -0.398, 0.322, 0.583, -0.037, -0.427, -0.317, 0.698, 0.240, 0.438, 0.360, 0.142, -0.417, -0.711, -0.714, 0.334, 0.338, -0.473, 1.486, -0.612, 0.955, -1.138, -1.044, 0.893, -1.207, 0.226, -0.616, 1.291, -0.592, 0.601, -0.773, -0.817, -0.436, 0.203, -0.981, 0.443, 0.439, 0.436, -0.760, 0.474, 0.502, 0.461, 0.178, 0.434, 0.446, 0.481, 0.495, -1.816, 1.349, -0.647, 0.601, -0.827, -0.676, -0.200, -0.072, -0.880, -0.326, 0.291, 0.463, 0.206, 0.431, 0.508, -0.098, 0.414, 0.303, -0.912, -0.604, -0.193, 0.837, -0.540, -0.694, 1.796, 1.217, -0.751, -1.047, -1.110, -0.788, -0.023, 0.447, -0.597, -0.658, -0.764, -0.937, -0.492, 0.379, 0.465, 0.336, 0.279, 0.548, 0.512, 0.461, 0.421, 0.539, -0.515, 0.631, 0.479, 0.423, 0.463, 0.534]
}